Entry from the Open Molecules 2025 dataset: a structure of composition C34H35Cl2KN11S2Se in a non-equilibrium geometry (ωB97M-V/def2-TZVPD).

Each line ends with the Löwdin charge.
CARTESIAN COORDINATES (ANGSTROEM)
K: 0.311 -1.050 -0.866  0.539
C: -2.641 -4.310 -2.701  -0.038
C: -1.424 -3.708 -2.035  -0.304
N: -0.724 -2.747 -2.545  -0.061
N: -1.117 -2.124 -3.635  -0.059
C: -0.235 -1.567 -4.431  -1.044
N: -0.762 -0.663 -5.335  0.013
S: 1.381 -1.998 -4.622  0.438
C: -0.943 -4.233 -0.785  -0.245
C: -1.550 -5.330 -0.144  -0.027
C: -1.013 -5.808 1.027  -0.083
C: 0.116 -5.191 1.555  -0.075
C: 0.633 -4.100 0.870  -0.161
N: 0.131 -3.637 -0.250  0.064
H: -2.869 -3.717 -3.585  0.060
H: -3.507 -4.316 -2.037  0.058
H: -2.441 -5.336 -3.017  0.078
H: -1.529 -0.112 -4.977  0.036
H: -0.050 -0.144 -5.824  0.047
H: -2.440 -5.776 -0.562  0.102
H: -1.457 -6.657 1.530  0.103
H: 0.569 -5.546 2.471  0.093
H: 1.498 -3.563 1.239  0.078
N: -1.372 -2.648 3.308  0.183
C: -2.492 -3.179 2.725  -0.198
C: -3.425 -4.106 3.151  -0.032
C: -4.454 -4.391 2.275  -0.104
C: -4.552 -3.776 1.026  -0.098
C: -3.622 -2.854 0.593  -0.021
C: -2.569 -2.563 1.452  -0.236
N: -1.509 -1.724 1.291  0.111
C: -0.815 -1.786 2.394  -0.278
C: 0.388 -1.041 2.631  -0.323
C: 1.078 -0.947 3.812  -0.345
S: 2.430 0.088 3.625  1.015
C: 1.976 0.305 1.969  -0.554
N: 0.933 -0.329 1.611  -0.002
H: -1.014 -2.867 4.221  0.155
H: -3.349 -4.587 4.117  0.104
H: -5.204 -5.112 2.566  0.094
H: -5.385 -4.034 0.387  0.098
H: -3.693 -2.368 -0.367  0.112
H: 0.862 -1.388 4.764  0.058
H: 2.530 0.956 1.330  0.018
Cl: -1.242 1.141 -2.496  0.576
C: -2.728 1.321 -1.580  -0.967
Cl: -2.484 0.779 0.082  0.584
H: -3.494 0.703 -2.050  0.032
H: -3.000 2.377 -1.574  0.029
N: 5.421 -1.533 -0.131  0.102
C: 5.447 -2.683 0.607  -0.096
C: 4.145 -2.941 0.924  -0.142
N: 3.334 -1.993 0.403  0.136
C: 4.110 -1.153 -0.239  -0.265
C: 3.693 0.036 -0.917  -0.287
N: 2.455 0.416 -1.130  0.049
C: 2.517 1.637 -1.704  -0.154
C: 3.821 2.015 -1.861  -0.076
N: 4.569 0.988 -1.362  0.106
H: 6.227 -1.084 -0.533  0.146
H: 6.361 -3.196 0.829  0.100
H: 3.746 -3.757 1.492  0.092
H: 1.628 2.189 -1.927  0.076
H: 4.279 2.897 -2.260  0.106
H: 5.575 0.957 -1.344  0.144
C: -0.835 8.979 -0.340  -0.076
C: -0.440 7.562 -0.027  -0.304
C: -1.340 6.685 0.557  -0.043
C: -0.985 5.387 0.886  -0.326
C: -1.997 4.483 1.519  -0.117
C: 0.316 4.945 0.622  -0.593
Se: 0.826 3.171 1.076  0.592
C: 1.239 5.814 0.031  -0.324
C: 2.646 5.384 -0.264  -0.115
C: 0.843 7.103 -0.286  -0.044
H: -1.881 9.147 -0.090  0.063
H: -0.690 9.200 -1.398  0.069
H: -0.229 9.678 0.238  0.070
H: -2.346 7.029 0.771  0.102
H: -2.826 5.051 1.942  0.066
H: -1.524 3.892 2.302  0.029
H: -2.386 3.782 0.778  0.048
H: 2.934 4.582 0.412  0.003
H: 3.338 6.217 -0.146  0.066
H: 2.719 4.999 -1.283  0.069
H: 1.560 7.774 -0.747  0.108

The electronic energy comes out at -6637.2125 Eh. As for the net charge: -1. Its LUMO energy is 1.79 eV.